No. 1
The following is a quantum chemistry calculation of one molecule with the formula C5H9NO in a non-equilibrium geometry, from the Open Molecules 2025 dataset.

Values from the calculation:
multiplicity: 1
calculated total energy: -8867.65927 eV
ΔE to the lowest compared entry with this formula, charge and spin: 149.87 kJ/mol
gap between HOMO and LUMO: 0.40788 Eh
LUMO: 0.9 eV
max |F|: 0.022 hartree/bohr

Each line ends with the Mulliken charge.
Atoms and positions in Å:
C  1.91  0.88  -0.32  -0.6914
O  1.05  -0.24  -0.41  -0.3943
C  -0.30  -0.15  0.05  1.5200
C  -1.24  -0.35  -1.15  -1.4389
C  -0.47  -1.23  1.12  -1.4920
C  -0.61  1.17  0.66  -0.0658
N  -0.90  2.19  1.13  -0.4592
H  1.73  1.60  -1.13  0.2782
H  1.83  1.40  0.65  0.3373
H  2.92  0.47  -0.41  0.2531
H  -1.07  -1.35  -1.57  0.3550
H  -1.04  0.40  -1.92  0.3428
H  -2.29  -0.27  -0.84  0.3658
H  -1.52  -1.31  1.45  0.3687
H  0.15  -1.01  1.98  0.3472
H  -0.15  -2.19  0.69  0.3736


No. 2
The following is a quantum chemistry calculation of C5H9NO as an isolated structure in a non-equilibrium geometry, from the Open Molecules 2025 dataset.

Values from the calculation:
multiplicity: 1
calculated total energy: -8863.66408 eV
ΔE to the lowest compared entry with this formula, charge and spin: 535.35 kJ/mol
gap between HOMO and LUMO (spin up / spin down): 0.30358 / 0.30363 Eh
LUMO (spin up / spin down): 0.4 / 0.4 eV
max |F|: 0.086 hartree/bohr

Each line ends with the Mulliken charge.
Atoms and positions in Å:
C  0.68  0.67  1.81  -1.2358
C  0.13  0.52  0.40  0.3673
C  1.21  0.25  -0.75  -0.6506
C  0.14  -0.55  -1.54  -0.3400
C  -0.68  -0.50  -0.29  -0.2326
N  -1.94  -0.81  -0.14  0.2269
O  -2.69  -1.15  -1.10  -0.6491
H  1.33  1.55  1.81  0.3135
H  1.29  -0.18  2.15  0.3249
H  -0.12  0.85  2.52  0.3662
H  -0.97  1.35  0.26  0.1905
H  1.67  1.11  -1.25  0.3163
H  2.04  -0.42  -0.42  0.2479
H  0.40  -1.58  -1.83  0.2579
H  -0.26  -0.03  -2.41  0.2452
H  -2.24  -1.10  0.79  0.2515